# 1
# C49H49Cl5N3O4PSb2Y

C49H49Cl5N3O4PSb2Y as an isolated structure (ωB97M-V with the def2-TZVPD basis set, the OMol25 dataset).

```
114
Properties=species:S:1:pos:R:3:forces:R:3:mulliken_charge:R:1
Cl -1.682061 -1.309368 -2.164737 -0.329 -0.161 -0.066 0.034
H 3.392194 1.646966 -2.213793 -0.006 -0.005 -0.001 0.238
C -5.112939 -0.878729 2.891052 0.037 -0.012 0.028 -0.839
C 0.130478 1.280319 -2.968703 -0.040 -0.008 -0.417 -0.566
H 1.275263 -1.117447 4.923968 -0.026 -0.001 -0.033 0.364
H 5.706070 -6.123775 1.030488 0.003 0.002 -0.001 0.406
H 4.051727 3.583769 1.783549 -0.014 -0.005 0.008 0.448
H 0.388637 -4.239212 -1.591695 0.003 -0.027 -0.013 0.429
C 0.486748 3.757222 -0.249226 -0.047 -0.097 -0.031 -0.344
C -3.489307 4.780899 -0.452733 0.028 -0.012 -0.018 -0.498
H -4.983708 6.111700 0.321390 0.001 0.000 0.001 0.386
C 0.250107 3.147547 -1.598410 -0.078 0.364 -0.047 -0.646
H 4.117477 -0.392273 0.871264 -0.042 0.001 -0.003 -0.502
C -5.572715 -2.100573 2.417525 -0.014 -0.005 -0.016 -0.748
C -5.285324 0.740160 -3.924690 0.012 -0.014 -0.025 -0.793
C -4.672742 5.081193 0.206328 -0.018 0.008 0.015 -0.739
H -6.377832 4.289956 1.242427 -0.001 0.003 -0.006 0.440
H -5.240380 -0.613621 3.933055 -0.006 -0.007 0.001 0.436
C -1.326791 2.205606 3.842235 -0.033 0.021 -0.026 0.765
H 4.662911 0.957570 -1.174744 -0.021 -0.009 0.019 0.362
C -3.867617 2.432160 -0.071693 -0.133 -0.015 0.055 -0.143
C -1.576790 -3.351038 0.877566 0.002 -0.149 -0.075 -0.086
C -3.412522 -0.748139 -4.151550 0.034 0.004 0.026 -0.692
H 4.375526 1.887783 1.378903 0.007 -0.003 -0.002 0.144
H 4.576500 -0.606008 2.551585 -0.013 -0.011 0.017 0.894
H -4.105967 0.947148 2.423884 0.055 -0.055 0.012 0.584
Cl -1.845130 -2.238630 4.377107 -0.018 -0.046 0.021 -0.218
Y -0.115345 0.170395 0.165457 0.057 0.696 0.103 -1.367
H 5.157821 -2.670120 3.485508 -0.009 0.010 0.001 0.350
H -2.872894 5.571868 -0.861216 -0.006 0.007 0.005 0.509
H -4.797166 -0.324463 -5.724941 0.012 -0.004 -0.002 0.385
C 5.090058 -3.157245 2.518689 0.014 -0.033 -0.028 -0.723
H 3.040077 -1.282058 4.806392 0.002 -0.011 -0.027 0.438
H 2.264351 0.307051 4.585008 0.010 0.003 -0.020 0.380
C 1.694735 -3.267971 2.466139 0.007 -0.003 0.048 -1.374
C -2.162107 -5.579625 0.213338 0.087 0.040 -0.045 -0.571
H -0.063575 1.543164 -5.048245 -0.008 0.027 -0.013 0.468
H 4.552098 3.152114 0.145292 0.000 -0.004 -0.006 0.421
H 5.899199 -5.001175 3.246186 0.000 -0.001 -0.001 0.406
C -0.015514 2.044883 -4.088920 0.036 -0.192 0.096 -1.142
H 4.840558 -4.864101 -0.888411 -0.002 -0.002 0.002 0.414
H -2.802221 -1.424372 -4.734065 -0.009 -0.001 -0.010 0.501
N -0.620304 -3.324072 -0.066787 -0.245 -0.210 0.178 -0.550
H -5.768198 -3.373004 0.697403 0.003 0.002 0.021 0.467
C -3.811649 0.387940 -2.034505 -0.067 -0.027 -0.057 -0.304
H 2.454604 4.535220 0.032716 -0.029 -0.021 0.004 0.314
C -4.927254 0.995204 -2.612369 0.043 0.020 0.047 -0.682
H -6.073423 -2.787264 3.088149 0.003 -0.003 -0.004 0.402
C 4.038839 -1.068220 1.721753 0.047 0.117 0.049 -0.482
C -4.525583 -0.129885 -4.695885 -0.022 0.011 0.002 -0.652
C -5.396262 -2.430424 1.081627 -0.016 -0.007 -0.014 -0.700
H -2.152741 3.233020 -1.090885 0.012 -0.005 -0.016 0.151
O -0.848595 1.749343 1.543843 0.123 -0.156 0.059 0.783
C -0.405669 -4.383264 -0.875263 0.118 0.205 0.021 -0.563
H -1.649179 -2.445319 1.477723 -0.057 -0.071 0.000 0.427
H 3.057578 -2.131585 -3.803932 0.012 0.000 0.046 0.625
H -0.964940 -6.351775 -1.414029 -0.001 -0.001 -0.001 0.480
C -4.469440 0.001700 2.037045 0.067 -0.093 0.112 -0.745
C -5.456043 4.059135 0.723813 -0.007 0.010 0.002 -0.754
Sb 2.612703 -0.808952 -1.449208 0.029 -0.103 -0.130 0.458
C -3.078428 -0.478983 -2.834819 0.066 -0.029 0.000 0.752
C 2.522184 2.623926 0.618328 0.018 0.265 0.034 0.043
N 1.897238 3.707255 0.164607 0.084 0.041 0.026 0.124
C -1.644529 1.703836 5.113483 -0.003 -0.008 0.005 0.435
H 0.182775 0.206995 -3.079092 0.018 -0.031 -0.015 0.375
C 4.902091 -4.380557 0.080499 -0.008 0.001 0.018 -0.866
C -3.082394 3.462568 -0.582635 0.000 0.008 0.006 -0.408
C 4.570808 -2.429760 1.442843 0.017 -0.140 -0.067 0.786
H -4.624458 -1.821472 -0.818705 0.024 0.012 -0.027 0.366
H -0.229038 4.092343 -4.840888 0.003 -0.006 -0.004 0.396
H 0.218251 4.812206 -0.271270 -0.014 0.012 -0.021 0.693
C 4.490220 -3.048307 0.185475 -0.027 -0.017 0.100 1.175
C -2.358118 -4.479347 1.027243 -0.037 -0.092 -0.020 -0.958
C 4.071492 -2.392394 -1.111776 0.075 0.037 -0.129 -1.811
C -1.389649 -0.041454 2.930383 0.073 0.360 0.184 -1.704
H 4.557045 0.478117 -2.878173 -0.020 -0.037 0.000 0.539
H 2.388852 -3.717425 3.174381 0.017 0.041 0.005 0.626
H 1.315903 -2.151903 -3.435331 0.016 -0.004 0.028 0.277
C 5.503514 -4.469970 2.390126 -0.004 0.040 0.039 -0.670
H -3.118076 -4.464214 1.795565 -0.010 -0.010 0.003 0.628
Cl -2.180958 -0.301309 6.854309 -0.012 -0.028 0.036 -0.226
C -1.162495 -5.520578 -0.752849 -0.114 -0.098 0.062 -0.747
C -0.092192 3.451507 -3.983247 -0.029 0.086 -0.122 -1.547
C 5.397969 -5.094010 1.157059 -0.003 -0.029 -0.040 -0.750
H -0.109273 3.277299 0.530387 0.094 0.063 -0.060 -0.857
C -1.666645 -0.521812 4.199893 -0.109 -0.045 -0.110 0.942
H -5.677290 1.943118 0.984708 -0.008 0.083 -0.059 0.469
C -4.276210 -0.328447 0.695677 -0.124 -0.060 -0.044 0.566
H 4.966695 -2.010721 -1.616112 -0.012 0.060 0.025 0.585
H 1.843005 -3.719632 1.485284 0.010 0.011 -0.003 0.150
C 3.977468 0.752153 -1.997154 -0.012 -0.074 -0.001 -1.297
C -1.184363 1.359172 2.751359 -0.018 -0.132 0.027 -0.820
Cl -1.807486 2.787864 6.448868 -0.007 0.002 -0.007 -0.226
C -5.060677 2.736992 0.579778 0.002 -0.005 -0.027 -0.230
O 1.976017 1.522614 0.742846 -0.161 -0.284 -0.039 0.733
H 0.670971 -3.448458 2.798730 0.004 0.004 -0.005 0.389
H 0.128840 5.037130 -2.522019 -0.007 0.009 -0.027 0.497
C -1.810012 0.341239 5.295673 0.021 0.046 -0.036 0.301
Sb 1.933913 -1.148083 2.312021 -0.029 -0.087 0.081 0.560
H 2.062658 -0.697518 -4.111540 -0.016 0.028 0.037 0.415
P -3.240995 0.748385 -0.334810 0.500 0.018 -0.104 2.267
Cl -1.080005 3.899162 3.581149 0.004 -0.018 -0.006 -0.255
C 2.168009 -0.763360 4.407813 0.034 0.006 -0.007 -1.360
O -1.240096 -0.789059 1.860843 -0.026 0.032 0.086 1.488
N 0.187076 1.756802 -1.672399 -0.107 -0.259 0.340 2.255
O 0.135371 -2.260222 -0.213439 0.179 0.259 -0.273 1.216
H 3.697847 -3.181953 -1.767636 0.000 0.013 -0.001 0.566
C 0.094171 3.965428 -2.689632 0.060 -0.045 0.222 -0.151
C 3.968869 2.823626 1.006376 0.002 -0.046 0.009 -1.729
C 2.218500 -1.538861 -3.437490 0.068 0.054 -0.026 -1.464
H -2.767232 -6.467761 0.325618 -0.007 -0.018 -0.007 0.450
H -6.152665 1.226932 -4.350545 0.002 -0.002 0.000 0.422
H -5.507194 1.690247 -2.018272 -0.016 0.003 -0.004 0.494
C -4.750655 -1.550760 0.222560 0.004 0.050 0.074 -0.791
```
Forces are in eV/Å.

The calculation puts the total energy at -150290.3832 eV. Its expectation value of S² is 0.77. The frontier orbital gap (alpha / beta) comes out at 4.213 / 6.765 eV. For the HOMO energy (alpha / beta), the calculation gives -4.327 / -6.879 eV. As for the spin multiplicity: 2. The LUMO energy (alpha / beta) is -0.1 / -0.1 eV.



# 2
# C49H49N4O9TeV

C49H49N4O9TeV as an isolated structure in a non-equilibrium geometry (ωB97M-V with the def2-TZVPD basis set, the OMol25 dataset).

```
113
Properties=species:S:1:pos:R:3:forces:R:3:mulliken_charge:R:1
C 4.499600 -3.489000 2.414200 -0.051 -0.086 0.024 -0.843
H 4.901500 3.629800 -2.903100 0.046 0.100 0.007 0.449
H 3.046200 -7.953600 -5.088900 -0.027 -0.028 -0.065 0.382
C 3.583500 -3.676700 -2.957000 -0.042 0.066 -0.167 -0.022
H 4.133100 0.597100 -5.812300 0.004 -0.004 -0.124 0.477
H -2.810000 1.284700 -4.654400 0.032 0.061 0.018 0.599
H 0.496800 -3.387000 3.473000 0.028 -0.119 0.043 0.578
C 5.140000 -0.330000 0.415600 0.060 0.078 0.080 -1.897
C 2.482900 -5.709800 -3.576000 0.176 0.085 0.044 -0.879
H -2.565700 -2.967000 -4.654900 0.031 -0.018 -0.004 0.545
H -5.331700 1.173400 0.173500 -0.072 0.008 -0.102 0.352
N 1.257000 3.606400 5.834300 0.209 0.048 0.289 1.035
H -2.023500 -1.546700 4.166600 0.006 -0.172 -0.007 0.312
H 1.285700 -2.039300 2.665800 0.105 -0.104 0.019 -0.355
C -0.519500 3.358500 4.163800 0.302 -0.133 -0.078 -0.502
C -3.878900 -0.536000 4.048500 -0.002 0.218 -0.106 0.187
C 4.817500 -4.254000 -3.281600 0.040 0.099 -0.006 0.841
C 0.026100 -3.062700 0.639800 -0.167 0.125 0.131 -2.038
O -0.987600 -0.798700 -1.064100 -0.962 -1.665 -2.202 0.792
C 1.044000 1.446200 2.807300 -0.985 0.444 -0.373 0.305
C -5.168500 1.589300 1.165200 -0.010 0.016 0.006 -1.607
H 6.264000 -3.222400 -2.086100 0.168 0.026 -0.007 0.320
H -1.580000 -4.475400 1.917300 0.122 -0.166 -0.024 0.506
C -3.186700 0.118600 1.449900 0.363 -0.397 0.246 0.770
C 1.757300 0.441400 2.086200 0.207 -0.044 0.442 0.046
H -2.021600 -3.494000 3.300000 -0.123 -0.057 0.137 0.400
C -0.243600 1.847700 2.309200 1.232 0.442 2.133 0.320
C 3.744000 -7.758100 -4.277400 -0.009 -0.037 -0.009 -1.577
H 3.655700 -5.329200 1.701700 -0.038 -0.051 0.046 0.490
H 1.175600 -2.838200 -2.312300 -0.271 -0.088 -0.024 -0.621
C 4.630500 2.177700 -4.451500 0.029 -0.037 0.000 -0.624
H -0.695500 -3.201200 -0.165100 0.054 -0.028 -0.039 0.398
C 2.403800 -4.396900 -3.120500 -0.087 0.149 0.060 1.195
C 2.802000 0.991100 -2.725700 -0.222 0.308 -0.186 -0.014
H 3.256000 2.596900 -1.387000 -0.050 0.026 0.080 0.442
H 0.825900 -2.401800 0.294900 0.016 -0.154 -0.095 -0.213
C 4.859400 -2.191100 2.091200 -0.039 0.053 -0.077 -0.557
C -0.690200 -2.498800 1.876300 0.460 -0.665 0.199 1.550
C 4.114500 -2.546800 -0.151200 0.049 0.034 -0.192 0.940
H 5.287500 -1.548300 2.846700 0.128 0.056 0.064 0.509
Te 3.814100 -1.722800 -2.102000 -0.060 -0.966 0.869 0.982
H 6.034500 -2.553100 -3.717900 0.201 0.002 0.018 0.304
O 0.984700 0.961000 -1.215000 -0.853 0.337 0.769 -0.678
O -3.542700 0.213100 -6.618400 -0.107 0.223 -0.250 -0.623
C -2.507200 0.376500 -4.151000 -0.115 -0.140 -0.080 -0.536
O 1.300300 -0.224600 1.131300 1.995 0.272 1.072 0.437
H 1.568100 -6.273100 -3.695700 -0.138 -0.045 0.003 0.518
H -3.472500 -1.185500 6.058000 0.054 0.014 0.095 0.387
C 4.692100 -1.706800 0.800000 0.001 -0.029 -0.126 0.524
H 3.267200 -4.462800 -0.580100 0.028 -0.112 0.040 0.504
C -2.677900 -0.983300 3.521900 0.272 0.208 -0.242 -0.239
O 2.393200 3.339600 6.155500 0.336 -0.015 0.180 -0.613
O -1.814000 1.793200 -0.946900 0.218 -0.016 0.151 -0.339
C 1.878400 0.293800 -1.770800 0.964 -0.264 -0.789 -0.155
H -2.954400 0.295600 0.408000 -0.138 0.086 -0.021 -0.211
H -4.882300 -1.918600 5.308800 -0.041 -0.017 0.076 0.305
H 0.511300 -3.647500 -3.745400 -0.057 0.053 -0.015 0.488
O -0.630500 1.279700 1.234300 -1.637 5.529 2.006 0.383
C 3.460200 2.153600 -2.351100 -0.053 -0.068 0.003 -0.785
C -1.567900 -0.787400 -2.214600 -1.161 0.228 -2.317 -0.078
C -1.990400 0.420500 -2.860300 0.504 -0.911 0.407 1.016
C 1.535600 2.070300 3.961000 0.035 0.203 0.259 -0.418
N 2.053300 -0.999500 -1.542500 -0.115 -0.401 0.043 0.083
C -1.833400 -3.469400 2.234400 0.113 0.129 -0.075 -1.701
C -1.806400 -2.003900 -2.898800 0.250 0.345 0.655 -0.839
N -1.204500 -1.176500 1.537700 0.924 0.347 -0.255 1.546
C -4.320900 -0.987700 5.407800 -0.018 -0.067 -0.019 -1.766
H 6.940000 -4.054300 -3.491000 0.028 0.045 0.037 0.471
H -1.551700 -2.918000 -2.383600 0.030 -0.081 -0.039 0.651
C 4.856600 -5.566000 -3.727000 -0.151 0.030 0.052 -1.111
O 0.506000 4.334200 6.439900 -0.149 0.229 0.193 -0.613
C -1.933100 1.689200 -2.147000 -0.269 0.353 -0.428 -0.657
H 5.500900 0.212500 1.285400 0.003 0.143 0.018 0.446
C 3.696300 -6.320500 -3.863400 -0.061 0.170 0.076 0.570
C -4.693000 0.302700 3.290600 0.176 -0.014 -0.180 -0.801
H 0.489800 -4.472000 -2.189100 -0.099 -0.003 0.053 0.533
H 5.812400 -6.012800 -3.963400 0.088 -0.013 -0.009 0.355
H -1.085200 4.084800 4.728800 -0.038 -0.003 -0.026 0.558
H 5.346100 2.638300 -5.116700 0.030 0.016 -0.044 0.435
H 2.517900 1.831600 4.341300 0.048 -0.020 0.097 0.683
C -4.338600 0.658700 1.994000 -0.019 -0.088 0.192 0.487
C 0.754600 2.993300 4.625200 -0.117 -0.643 -0.936 -0.703
N -3.257400 -0.853900 -6.121800 -0.100 -0.007 -0.209 1.046
C 0.330700 -2.406100 3.033700 -0.101 -0.066 -0.197 -0.973
C -1.005200 2.808700 3.006600 -0.048 -0.298 -0.559 -0.929
H 2.475600 -0.430500 -4.308600 0.036 -0.003 0.002 0.725
H -1.965300 3.091900 2.599700 -0.059 -0.036 0.040 0.621
C -2.365300 -2.032200 -4.151600 -0.140 0.316 -0.351 -0.519
C 3.044800 0.436600 -3.983200 -0.211 0.307 -0.095 0.072
H -4.971500 -0.255700 5.880400 -0.008 0.026 0.059 0.419
C -2.689500 -0.833900 -4.795600 0.436 0.015 1.164 -0.760
H 4.741100 -8.047400 -4.596000 0.061 -0.030 -0.049 0.361
H -2.068400 2.592700 -2.770700 -0.022 -0.048 0.055 0.342
H 4.316300 0.227700 -0.038900 0.047 0.169 0.044 0.339
C 3.954400 1.030800 -4.840500 -0.011 -0.037 -0.080 -0.903
H -4.653400 2.542300 1.039500 -0.018 0.067 -0.032 0.245
H -0.012500 -1.729600 3.811900 -0.047 0.001 0.110 0.068
H -2.753000 -3.178600 1.733300 -0.088 -0.043 -0.070 0.323
H -6.129800 1.780500 1.629300 -0.150 0.043 0.015 0.408
H 3.459000 -8.397500 -3.441700 -0.006 -0.041 0.022 0.327
H -5.617500 0.665500 3.713500 -0.144 0.078 0.052 0.417
C -2.310800 -0.693000 2.193500 -1.748 0.496 0.405 -0.025
V -0.354400 -0.027900 0.313900 0.752 -4.058 -1.653 -0.310
C 3.725100 -3.836100 0.173900 -0.027 0.060 -0.252 -0.384
H 0.464300 -4.028400 0.883400 0.098 -0.065 0.050 0.875
C 3.931500 -4.313700 1.458500 -0.020 -0.035 -0.007 -0.895
C 4.379000 2.736800 -3.209700 0.051 0.034 0.061 -0.743
H 5.959400 -0.371400 -0.308100 -0.041 0.058 0.033 0.377
C 6.089700 -3.476100 -3.135800 0.107 -0.020 -0.054 -1.822
H 4.676200 -3.861100 3.411700 -0.025 -0.020 0.113 0.430
H 2.780400 0.211000 2.415600 -0.139 -0.057 -0.118 0.159
O -3.408500 -1.935600 -6.645200 -0.059 -0.244 -0.209 -0.626
C 1.066900 -3.796400 -2.819000 0.017 0.004 0.013 -0.454
```
Forces are in eV/Å.

The charge is +1. The calculation puts the total energy at -108966.0957 eV. Its expectation value of S² is 0.79. The frontier orbital gap (alpha / beta) comes out at 6.196 / 5.993 eV. For the HOMO energy (alpha / beta), the calculation gives -9.866 / -10.053 eV. As for the spin multiplicity: 2. The LUMO energy (alpha / beta) is -3.7 / -4.1 eV.